P.
Here is C2HNO2S in the gas phase from the OMol25 dataset. Energies are from wB97M-V/def2-TZVPD.

Geometry as ORCA input:
```
! wB97M-V def2-TZVPD RIJCOSX def2/J DEFGRID3
* xyz 0 1
O 1.616 -0.300 -1.438
S 0.267 -0.558 -1.122
O -0.329 -1.772 -1.586
C -0.099 -0.418 0.623
C -0.636 0.818 1.102
N 0.628 0.841 1.307
H -1.447 1.389 1.114
*
```

Highest occupied orbital energy (spin up / spin down) = -10.04 / -9.96 eV
SMILES = O=S(=O)=c1cn1
Frontier orbital gap (spin up / spin down) = 7.93 / 7.87 eV
M = 103.10 g/mol
LUMO level (spin up / spin down) = -2.11 / -2.09 eV

Atomic partial charges in e from the Löwdin method, atoms 1 to 4: -0.31 0.75 -0.35 -0.16

***

Q.
Here is 2 unconnected molecules or ions with the total composition C2HNO2S from the OMol25 dataset. Energies are from wB97M-V/def2-TZVPD.

Geometry as ORCA input:
```
! wB97M-V def2-TZVPD RIJCOSX def2/J DEFGRID3
* xyz 0 1
O -0.862 1.917 0.328
S -1.978 1.038 0.142
C -1.329 -0.650 0.537
O -1.478 -0.500 -0.688
C 1.926 -0.493 -0.094
N 0.888 -0.673 0.359
H 2.834 -0.639 -0.585
*
```

Highest occupied orbital energy = -8.58 eV
SMILES = O=S1#CO1.C#N
Frontier orbital gap = 8.94 eV
M = 103.10 g/mol
LUMO level = 0.35 eV

Atomic partial charges in e from the Löwdin method, atoms 1 to 4: -0.54 0.92 -0.29 -0.27

***

So which one is most stable? That would be Q, about 46.3 kJ/mol below the next structure.

***

P.
Here is a molecular structure, C2HNO2S from the OMol25 dataset. Energies are from wB97M-V/def2-TZVPD.

Geometry as ORCA input:
```
! wB97M-V def2-TZVPD RIJCOSX def2/J DEFGRID3
* xyz 0 1
C 0.267 0.165 -0.319
C 2.037 0.469 -1.464
N 1.338 -0.350 -0.641
O -0.169 1.372 -0.793
O 2.297 1.793 -0.780
S 1.053 2.014 -1.694
H -0.457 -0.291 0.348
*
```

Highest occupied orbital energy = -8.46 eV
Frontier orbital gap = 8.71 eV
M = 103.10 g/mol
LUMO level = 0.25 eV

Atomic partial charges in e from the Löwdin method, atoms 1 to 4: -0.28 -0.36 0.06 -0.30

***

Q.
Here is 2 unconnected molecules or ions with the total composition C2HNO2S from the OMol25 dataset. Energies are from wB97M-V/def2-TZVPD.

Geometry as ORCA input:
```
! wB97M-V def2-TZVPD RIJCOSX def2/J DEFGRID3
* xyz 0 1
C 0.247 -0.919 1.220
C -0.470 0.352 -1.423
N 0.036 -1.419 0.187
O -0.789 -0.084 -2.409
O -0.099 1.165 -0.668
S 0.715 1.528 0.856
H 0.360 -0.623 2.238
*
```

Highest occupied orbital energy = -8.97 eV
Frontier orbital gap = 8.67 eV
M = 103.10 g/mol
LUMO level = -0.30 eV

Atomic partial charges in e from the Löwdin method, atoms 1 to 4: -0.23 -0.42 0.07 0.30

***

R.
Here is 2 unconnected molecules or ions with the total composition C2HNO2S from the OMol25 dataset. Energies are from wB97M-V/def2-TZVPD.

Geometry as ORCA input:
```
! wB97M-V def2-TZVPD RIJCOSX def2/J DEFGRID3
* xyz 0 1
C -1.767 -0.510 -0.315
C 1.398 0.979 0.361
N -1.564 0.382 -1.049
O 1.332 2.100 0.673
O 1.406 -0.196 0.274
S 1.134 -1.653 -0.460
H -1.940 -1.102 0.517
*
```

Highest occupied orbital energy = -8.64 eV
Frontier orbital gap = 8.45 eV
M = 103.10 g/mol
LUMO level = -0.19 eV

Atomic partial charges in e from the Löwdin method, atoms 1 to 4: -0.12 -0.29 0.06 0.26

***

So which one is most stable? That would be Q, about 27.9 kJ/mol below the next structure.

***

P.
Here is a molecular structure, C4H8N2 from the OMol25 dataset. Energies are from wB97M-V/def2-TZVPD.

Geometry as ORCA input:
```
! wB97M-V def2-TZVPD RIJCOSX def2/J DEFGRID3
* xyz 0 1
C 1.557 -1.100 -0.628
C -0.758 0.452 0.835
N -0.495 0.413 -0.692
C 0.962 0.214 -0.151
C -1.975 0.635 1.356
N 0.509 0.287 1.196
H -0.901 -0.385 -1.185
H -0.688 1.271 -1.209
H 1.596 1.057 -0.481
H -2.105 0.662 2.417
H -2.836 0.755 0.725
H 0.912 -1.928 -0.340
H 2.516 -1.234 -0.137
H 1.706 -1.097 -1.706
*
```

Highest occupied orbital energy = -6.69 eV
Frontier orbital gap = 7.17 eV
M = 84.12 g/mol
LUMO level = 0.48 eV

Atomic partial charges in e from the Löwdin method, atoms 1 to 4: -0.06 -0.46 0.16 -0.39

***

Q.
Here is C4H8N2 in the gas phase from the OMol25 dataset. Energies are from wB97M-V/def2-TZVPD.

Geometry as ORCA input:
```
! wB97M-V def2-TZVPD RIJCOSX def2/J DEFGRID3
* xyz 0 1
H 3.136 -0.261 -0.444
N 2.306 -0.877 -0.230
C 1.303 -0.158 -0.001
N 1.205 1.293 0.079
C -0.011 -0.729 0.532
C -1.190 -0.517 -0.387
C -2.327 0.107 -0.079
H 1.877 1.782 -0.487
H 0.261 1.645 -0.028
H -0.199 -0.341 1.564
H 0.174 -1.818 0.678
H -0.936 -0.997 -1.301
H -3.212 0.232 -0.758
H -2.386 0.637 0.859
*
```

Highest occupied orbital energy = -9.70 eV
SMILES = [H]/N=C(\N)CC=C
Frontier orbital gap = 10.69 eV
M = 84.12 g/mol
LUMO level = 0.99 eV

Atomic partial charges in e from the Löwdin method, atoms 1 to 4: 0.07 0.11 -0.50 0.10

***

So which one is most stable? That would be Q, about 192.1 kJ/mol below the next structure.

***

P.
Here is C4H8N2 in the gas phase from the OMol25 dataset. Energies are from wB97M-V/def2-TZVPD.

Geometry as ORCA input:
```
! wB97M-V def2-TZVPD RIJCOSX def2/J DEFGRID3
* xyz 0 1
C 0.448 -1.056 -1.407
C 0.230 -1.593 0.023
C 0.756 -0.591 0.911
N 1.696 0.156 1.175
N 0.348 0.280 1.977
C -0.301 1.639 2.015
H 0.149 -0.121 -1.514
H -0.217 -1.515 -2.094
H 1.478 -1.184 -1.736
H 0.892 -2.362 0.298
H -0.803 -1.898 0.460
H -1.009 1.888 1.205
H 0.571 2.270 1.783
H -0.752 1.766 3.027
*
```

Highest occupied orbital energy = -8.22 eV
SMILES = CCC1=NN1C
Frontier orbital gap = 9.17 eV
M = 84.12 g/mol
LUMO level = 0.94 eV

Atomic partial charges in e from the Löwdin method, atoms 1 to 4: -0.06 -0.15 -0.42 0.19

***

Q.
Here is a molecular structure, C4H8N2 from the OMol25 dataset. Energies are from wB97M-V/def2-TZVPD.

Geometry as ORCA input:
```
! wB97M-V def2-TZVPD RIJCOSX def2/J DEFGRID3
* xyz 0 1
C 0.724 -1.313 0.098
C 0.988 1.212 0.165
C 0.025 0.042 0.128
C -1.897 0.169 0.169
N -1.054 0.126 1.143
N -1.039 0.217 -0.895
H -1.114 -0.221 -1.800
H -2.970 0.232 0.171
H 0.464 -1.861 -0.805
H 1.803 -1.189 0.130
H 1.647 1.181 -0.700
H 0.431 2.146 0.159
H 1.576 1.160 1.077
H 0.415 -1.900 0.959
*
```

Highest occupied orbital energy = -8.98 eV
Frontier orbital gap = 10.06 eV
M = 84.12 g/mol
LUMO level = 1.08 eV

Atomic partial charges in e from the Löwdin method, atoms 1 to 4: -0.02 -0.04 -0.58 -0.22

***

R.
Here is C4H8N2 in the gas phase from the OMol25 dataset. Energies are from wB97M-V/def2-TZVPD.

Geometry as ORCA input:
```
! wB97M-V def2-TZVPD RIJCOSX def2/J DEFGRID3
* xyz 0 1
C 1.663 0.211 -0.845
N 1.970 -0.350 0.418
C 0.660 -0.598 -0.065
C -0.535 0.165 0.434
C -1.822 0.193 -0.316
N -1.684 -0.603 0.903
H 2.252 -0.228 -1.643
H 1.389 1.261 -1.010
H 2.354 -0.001 1.258
H 0.479 -1.649 -0.290
H -0.206 1.043 0.997
H -1.930 -0.393 -1.229
H -2.444 1.089 -0.292
H -2.147 -0.139 1.681
*
```

Highest occupied orbital energy = -8.84 eV
SMILES = C1N[C@H]1[C@H]1CN1
Frontier orbital gap = 9.96 eV
M = 84.12 g/mol
LUMO level = 1.12 eV

Atomic partial charges in e from the Löwdin method, atoms 1 to 4: -0.15 -0.01 -0.28 -0.30

***

So which one is most stable? That would be Q, about 141.5 kJ/mol below the next structure.

***

P.
Here is C4H8N2 in the gas phase from the OMol25 dataset. Energies are from wB97M-V/def2-TZVPD.

Geometry as ORCA input:
```
! wB97M-V def2-TZVPD RIJCOSX def2/J DEFGRID3
* xyz 0 1
C -2.151 0.370 0.673
N -0.736 0.211 0.620
C -0.338 0.240 -0.568
C 0.902 -0.456 -0.841
C 2.066 0.007 -0.061
N 1.459 -1.282 0.218
H -2.518 -0.684 0.889
H -2.711 0.721 -0.225
H -1.918 1.282 1.349
H -0.843 0.809 -1.363
H 0.994 -0.828 -1.849
H 3.039 -0.023 -0.529
H 1.889 0.822 0.642
H 0.865 -1.190 1.046
*
```

Highest occupied orbital energy = -9.00 eV
SMILES = C/N=C/[C@H]1CN1
Frontier orbital gap = 10.09 eV
M = 84.12 g/mol
LUMO level = 1.08 eV

Atomic partial charges in e from the Löwdin method, atoms 1 to 4: -0.16 -0.06 -0.18 -0.32

***

Q.
Here is C4H8N2 in the gas phase from the OMol25 dataset. Energies are from wB97M-V/def2-TZVPD.

Geometry as ORCA input:
```
! wB97M-V def2-TZVPD RIJCOSX def2/J DEFGRID3
* xyz 0 1
C -0.193 -0.713 -1.345
C 1.103 -0.327 -0.525
C 0.760 0.927 0.345
C -0.004 0.474 1.833
N 1.601 2.058 0.313
N 0.553 2.234 -0.278
H -0.863 -1.157 -0.692
H -0.049 -1.427 -2.065
H -0.512 0.176 -1.803
H 1.956 -0.133 -1.196
H 1.550 -1.120 0.033
H -0.003 -0.637 1.641
H -0.970 0.811 1.899
H 0.578 0.637 2.831
*
```

Highest occupied orbital energy = -9.92 eV
SMILES = CCC1(C)N=N1
Frontier orbital gap = 10.80 eV
M = 84.12 g/mol
LUMO level = 0.88 eV

Atomic partial charges in e from the Löwdin method, atoms 1 to 4: -0.06 -0.18 -0.47 0.01

***

R.
Here is 3 unconnected molecules or ions with the total composition C4H8N2 from the OMol25 dataset. Energies are from wB97M-V/def2-TZVPD.

Geometry as ORCA input:
```
! wB97M-V def2-TZVPD RIJCOSX def2/J DEFGRID3
* xyz 0 1
C 2.054 0.009 0.428
C 0.560 0.111 0.493
N -0.199 -0.639 -0.331
C -1.534 -0.316 -0.480
C -2.329 -0.275 0.711
N -2.958 -0.211 1.684
H 2.403 -0.145 -0.600
H 2.433 -0.811 1.049
H 2.502 0.936 0.797
H 0.114 0.312 1.465
H -0.239 1.491 -0.090
H 0.255 -0.937 -1.186
H -2.019 -0.744 -1.351
H -1.041 1.300 -0.438
*
```

Highest occupied orbital energy = -8.47 eV
Frontier orbital gap = 9.13 eV
M = 84.12 g/mol
LUMO level = 0.66 eV

Atomic partial charges in e from the Löwdin method, atoms 1 to 4: -0.08 -0.26 -0.09 -0.24

***

So which one is most stable? That would be Q, about 16.3 kJ/mol below the next structure.

***

P.
Here is C4H8N2 in the gas phase from the OMol25 dataset. Energies are from wB97M-V/def2-TZVPD.

Geometry as ORCA input:
```
! wB97M-V def2-TZVPD RIJCOSX def2/J DEFGRID3
* xyz 0 1
C -1.676 1.219 0.083
C -0.357 0.519 0.045
N 0.578 0.840 0.905
N 1.675 0.009 0.796
C 1.234 -1.159 -0.043
C 0.128 -0.497 -0.959
H -2.004 1.781 -0.817
H -1.512 1.976 0.887
H -2.527 0.513 0.543
H 1.822 -0.506 1.775
H 2.058 -1.671 -0.624
H 0.786 -1.956 0.531
H -0.697 -1.140 -1.234
H 0.493 0.072 -1.886
*
```

Highest occupied orbital energy = -8.61 eV
SMILES = CC1=NNCC1
Frontier orbital gap = 9.64 eV
M = 84.12 g/mol
LUMO level = 1.03 eV

Atomic partial charges in e from the Löwdin method, atoms 1 to 4: -0.07 -0.39 0.02 -0.10

***

Q.
Here is 2 unconnected molecules or ions with the total composition C4H8N2 from the OMol25 dataset. Energies are from wB97M-V/def2-TZVPD.

Geometry as ORCA input:
```
! wB97M-V def2-TZVPD RIJCOSX def2/J DEFGRID3
* xyz 0 1
C -1.319 0.732 -1.137
C -0.719 -0.565 -0.610
N 0.551 -0.312 0.055
C 1.575 -0.961 -0.304
C 0.845 1.210 3.738
N 0.743 0.921 2.606
H -0.690 1.165 -1.922
H -1.414 1.467 -0.331
H -2.313 0.546 -1.555
H -1.387 -0.998 0.144
H -0.602 -1.302 -1.419
H 0.652 0.592 1.634
H 2.522 -0.785 0.207
H 1.556 -1.710 -1.106
*
```

Highest occupied orbital energy = -10.59 eV
Frontier orbital gap = 11.35 eV
M = 84.12 g/mol
LUMO level = 0.76 eV

Atomic partial charges in e from the Löwdin method, atoms 1 to 4: -0.10 -0.29 -0.08 -0.02

***

So which one is most stable? That would be Q, about 6.2 kJ/mol below the next structure.